Entry 1:
{
  "formula": "C4H3NO2",
  "method": "wB97M-V/def2-TZVPD",
  "species": ["C", "C", "C", "C", "N", "O", "O", "H", "H", "H"],
  "coordinates": [[-1.13809, 0.11345, 0.95819], [1.56468, 0.31769, -0.10613], [-0.42710, 0.65732, -0.19500], [-0.15685, -0.84257, -0.54233], [-1.00843, -1.13662, 0.66638], [2.48983, 0.99012, 0.20758], [1.28162, -0.93254, -0.44508], [-1.73877, 0.45603, 1.76675], [-0.28271, 1.58961, -0.69995], [-0.58417, -1.21248, -1.61041]],
  "de_lowest_ev": 4.432,
  "e_tot_ev": -9777.2549,
  "homo_energy_ev": -9.04,
  "lumo_energy_ev": 0.0
}

***

Entry 2:
{
  "formula": "C9H23AsCuNO4",
  "method": "wB97M-V/def2-TZVPD",
  "species": ["Cu", "C", "O", "C", "C", "O", "C", "C", "O", "C", "H", "H", "H", "H", "H", "H", "H", "H", "H", "H", "H", "H", "H", "H", "C", "As", "C", "C", "H", "H", "H", "H", "H", "H", "H", "H", "H", "O", "N"],
  "coordinates": [[0.29375, -0.43720, -0.50784], [3.41064, -1.29398, -0.73715], [2.34337, -0.32224, -0.81414], [2.80895, 1.04386, -0.73639], [1.65196, 1.93063, -1.11893], [0.43374, 1.53769, -0.42680], [0.23677, 2.02727, 0.92694], [0.68669, 1.02372, 1.97047], [0.09486, -0.24782, 1.64057], [0.52014, -1.31026, 2.52732], [4.17595, -1.06023, -1.47648], [3.01858, -2.27741, -0.96076], [3.85345, -1.31103, 0.25953], [3.63064, 1.20008, -1.43755], [3.17856, 1.24192, 0.27220], [1.42849, 1.82688, -2.18093], [1.87225, 2.97804, -0.91343], [-0.83494, 2.20557, 1.02531], [0.75133, 2.97822, 1.06251], [0.32523, 1.35209, 2.94822], [1.77356, 0.92521, 2.02662], [0.21421, -1.08152, 3.54878], [1.60475, -1.43200, 2.50918], [0.02858, -2.22808, 2.21083], [-2.73256, 1.23342, -1.63791], [-2.22101, -0.34137, -0.65015], [-3.03140, -0.31261, 1.09761], [-2.89409, -1.87903, -1.59679], [-3.82942, 1.17640, -1.64910], [-2.36414, 1.19675, -2.66218], [-2.42196, 2.15486, -1.15053], [-4.10770, -0.30345, 0.88084], [-2.76713, 0.57884, 1.66055], [-2.79080, -1.21111, 1.66267], [-3.97882, -1.71681, -1.62570], [-2.69876, -2.81280, -1.07005], [-2.51934, -1.92731, -2.61864], [0.77187, -2.96504, -0.98742], [0.08377, -2.14016, -1.27132]],
  "s2": 0.97,
  "de_lowest_ev": 0.646,
  "total_charge": 3,
  "e_tot_ev": -124829.5920,
  "spin_multiplicity": 2,
  "homo_energy_ev": [-21.04, -21.13],
  "lumo_energy_ev": [-13.9, -14.8]
}

***

Entry 3:
{
  "formula": "C5H6O",
  "method": "wB97M-V/def2-TZVPD",
  "species": ["C", "C", "C", "O", "C", "C", "H", "H", "H", "H", "H", "H"],
  "coordinates": [[0.28833, 1.11828, -1.27803], [0.53842, 0.18258, -0.15017], [-0.03331, -1.24978, -0.10146], [0.50021, -1.64356, -1.12365], [-0.80112, -1.74782, 1.00893], [-0.92537, -0.70593, 1.81417], [0.35974, 2.14052, -0.88522], [-0.69105, 0.97464, -1.73833], [1.06823, 1.02457, -2.04391], [-0.43928, 0.29360, 1.43880], [1.54453, 0.23992, 0.27310], [-1.40934, -0.62701, 2.78577]],
  "de_lowest_ev": 5.757,
  "e_tot_ev": -7323.5277,
  "homo_energy_ev": [-8.26, -7.89],
  "lumo_energy_ev": [-1.1, -1.5]
}

***

Entry 4:
{
  "formula": "C30H44BrO2SeSi4TeW",
  "method": "wB97M-V/def2-TZVPD",
  "species": ["W", "Se", "C", "C", "C", "C", "C", "C", "H", "H", "H", "H", "H", "C", "Te", "C", "C", "C", "C", "C", "C", "C", "H", "H", "H", "H", "H", "H", "H", "H", "C", "Si", "C", "C", "Si", "Si", "C", "C", "C", "Si", "C", "C", "C", "H", "H", "H", "H", "H", "H", "H", "H", "H", "H", "H", "H", "H", "H", "H", "H", "H", "H", "H", "H", "H", "H", "H", "H", "H", "H", "H", "Br", "C", "C", "C", "C", "C", "C", "C", "O", "O", "H", "H", "H", "H"],
  "coordinates": [[0.50168, 0.78493, -0.08109], [0.92671, -0.72894, 1.87645], [0.04071, -2.42302, 1.72538], [0.32430, -3.28662, 0.67219], [-0.19597, -4.57330, 0.66672], [-1.00037, -5.00353, 1.71492], [-1.29119, -4.13691, 2.76158], [-0.77232, -2.84820, 2.76895], [0.95635, -2.95792, -0.14588], [0.03487, -5.24301, -0.15272], [-1.39686, -6.01116, 1.71663], [-1.91389, -4.46770, 3.58397], [-0.97201, -2.18164, 3.60045], [3.65171, -1.84626, -0.34180], [2.59291, -0.44418, -1.55879], [2.32821, -2.14622, -2.83119], [3.56747, -2.96671, -2.56940], [4.06267, -3.85979, -3.51094], [5.19747, -4.60788, -3.23163], [5.84408, -4.46010, -2.01236], [5.35684, -3.56498, -1.07102], [4.21704, -2.81891, -1.34211], [2.94714, -2.29745, 0.35282], [4.41229, -1.32411, 0.23117], [2.23893, -1.82891, -3.86819], [1.42098, -2.67395, -2.54118], [3.56430, -3.96582, -4.46783], [5.58365, -5.29650, -3.97162], [6.73597, -5.03418, -1.79833], [5.86812, -3.44182, -0.12301], [-4.36262, 3.53105, -0.41655], [-2.67048, 3.27202, 0.33331], [-2.75404, 3.57217, 2.17026], [-1.43226, 4.40958, -0.48614], [-1.93716, 1.01425, 0.09489], [-0.80206, 0.48378, -2.33535], [-2.50692, 1.28163, -2.62179], [-0.99933, -1.29858, -2.90007], [0.31304, 1.50313, -3.48956], [-3.62852, -0.62578, 0.43455], [-5.22044, -0.18094, -0.44258], [-3.06039, -2.29514, -0.17947], [-3.91653, -0.56985, 2.28196], [-4.67425, 4.56123, -0.21443], [-5.11267, 2.87199, 0.02995], [-4.37614, 3.38918, -1.49874], [-3.06595, 4.60586, 2.34656], [-1.78072, 3.42623, 2.64236], [-3.48168, 2.91758, 2.65632], [-1.67497, 5.44819, -0.24015], [-1.45509, 4.31982, -1.57499], [-0.41780, 4.21525, -0.13701], [-3.32893, 0.93394, -1.97914], [-2.82364, 1.03323, -3.64126], [-2.45875, 2.37011, -2.55325], [-2.06094, -1.56111, -2.88577], [-0.47874, -2.01425, -2.26512], [-0.64461, -1.42235, -3.92741], [-0.25717, 2.33383, -3.91170], [0.63964, 0.87597, -4.32545], [1.20971, 1.92689, -3.03525], [-5.12765, -0.21941, -1.53055], [-5.61492, 0.79829, -0.16084], [-5.96651, -0.93041, -0.15780], [-3.67515, -2.61272, -1.02628], [-3.15493, -3.04760, 0.60815], [-2.02199, -2.28724, -0.49379], [-4.37332, 0.37921, 2.57610], [-2.99746, -0.70575, 2.85878], [-4.60699, -1.37295, 2.55819], [0.50188, 2.83921, 4.44444], [2.09128, 3.51741, 3.68761], [2.89869, 4.27993, 4.51791], [4.12368, 4.74490, 4.06450], [4.56401, 4.43318, 2.78623], [3.76557, 3.66466, 1.96346], [2.51189, 3.21436, 2.39043], [1.73237, 2.44164, 1.41051], [2.35201, 1.74543, 0.52362], [0.46438, 2.40936, 1.35144], [2.56780, 4.49608, 5.52426], [4.73981, 5.34393, 4.72259], [5.52470, 4.78618, 2.43567], [4.08944, 3.40819, 0.96425]],
  "s2": 2.03,
  "total_charge": 1,
  "e_tot_ev": -211933.3524,
  "spin_multiplicity": 3,
  "homo_energy_ev": [-9.95, -10.62],
  "lumo_energy_ev": [-3.6, -3.7]
}